140
Properties=species:S:1:pos:R:3:forces:R:3:lowdin_charge:R:1 method="wB97M-V/def2-TZVPD" smiles="CCCCCCCCCCCCCCCCB(CCC(=O)O)[C@@H](Br)CC.O=C1C=C(O)C(=O)C=C1O.O=C1C=C(O)C(=O)C=C1O.O=C1C=C(O)C(=O)C=C1O.O=C1C=C(O)C(=O)C=C1O.O=C1C=C(O)C(=O)C=C1O" e_lumo_ev=-1.576 total_charge=0 homo_lumo_gap_ev=7.8
C -2.33975 3.74515 -2.47750 -0.146 -0.095 -0.098 -0.229
C 6.94195 -3.40992 0.52098 0.131 0.062 -0.278 -0.311
H 2.15309 -1.08682 -0.71693 -0.217 -0.144 -0.048 0.113
C 7.37469 -5.75376 1.24747 0.069 -0.131 -0.043 0.074
H -4.96883 -3.03848 -2.52093 -0.264 0.018 -0.162 0.107
O 8.73073 -6.98146 -0.24271 0.087 0.062 -0.147 0.107
C -3.96204 -4.72978 6.85878 -0.093 0.068 -0.118 0.076
O 4.02246 4.31442 -0.26886 0.226 -0.034 -0.079 0.108
H -5.02678 -4.88399 6.96154 0.004 -0.008 0.028 0.136
C -3.50238 4.32555 -2.80402 -0.177 0.043 -0.088 0.078
C -3.73253 5.71345 -2.44530 -0.016 -0.254 -0.145 -0.307
O -4.75916 6.32248 -2.68499 0.056 0.147 0.054 0.109
H -2.20260 -4.08370 1.34703 0.054 0.194 -0.148 0.074
O -0.23508 3.87514 -1.47043 -0.035 -0.123 -0.078 0.096
H -0.69714 6.40195 -0.89157 -0.068 0.043 0.242 0.101
C 3.18899 0.95175 0.26553 -0.170 0.231 0.401 -0.271
H 1.07975 1.00186 -0.22325 -0.103 -0.037 0.105 0.064
H 1.97345 -4.24703 -1.19800 0.050 0.145 -0.072 0.107
C 1.02178 -4.53832 2.11692 -0.073 -0.861 0.186 -0.185
C 5.46921 9.91574 -4.50187 0.358 -0.054 -0.210 -0.290
H 3.07114 -0.31440 1.99115 0.296 -0.029 0.106 0.112
C 5.93623 12.66215 -5.12968 -0.283 0.055 0.185 -0.316
H -3.82090 7.88435 -1.80511 -0.019 -0.025 -0.008 0.118
C 6.79272 -4.56823 1.47406 -0.028 -0.190 0.142 -0.235
C -6.91484 -1.70399 1.57587 0.475 0.631 0.570 -0.300
H -7.48310 -3.42350 2.77347 -0.035 -0.020 0.017 0.078
O -5.79586 1.81031 -2.78747 0.111 0.136 0.094 0.113
H -1.14912 2.32681 -2.41458 0.012 0.005 0.021 0.114
C 8.17683 -5.93878 0.05275 -0.154 -0.080 0.302 -0.314
H -5.42833 0.88737 0.01760 -0.017 0.046 0.079 0.100
H 7.23812 9.47210 -5.68988 0.015 0.015 -0.007 0.136
H 3.66382 -2.87111 -0.54848 0.300 -0.005 0.250 0.109
C -2.01963 -6.10415 0.71245 -0.288 0.671 -0.265 -0.191
C 3.58108 5.15288 -1.03117 -0.303 0.050 0.155 -0.301
H -5.10563 -7.48652 0.55089 -0.051 -0.044 -0.118 0.102
C -5.31380 -5.66740 -0.53755 0.902 0.441 -0.442 -0.205
O -2.04638 2.48186 -2.76796 0.104 0.060 0.070 0.116
C -0.46926 -4.84552 2.35305 -0.175 0.816 -0.160 -0.182
O 7.83900 11.96279 -6.39101 -0.072 0.108 0.045 0.117
H 4.33908 -0.78339 0.82067 0.057 -0.011 0.140 0.088
C 2.70980 7.05349 -2.96589 0.257 -0.164 -0.095 -0.300
C -1.11912 -4.24449 6.43149 0.106 -0.080 0.091 0.080
O -1.66265 -3.06091 4.48090 -0.464 0.381 0.415 0.075
H 3.32860 -3.14341 1.18029 0.057 -0.101 0.000 0.101
H -4.77705 -0.46609 -2.03273 0.046 -0.179 -0.087 0.127
H -7.75893 2.37283 -0.62135 0.112 0.161 0.136 0.105
O 5.21433 8.77346 -4.16465 -0.088 0.311 0.066 0.097
H -3.84893 -5.30428 1.62712 -0.086 0.064 -0.078 0.094
H 1.37619 -1.42184 0.81761 -0.005 -0.010 0.082 0.107
C -4.51695 -4.40917 -0.92073 -0.380 -0.332 -0.263 -0.218
H 0.84170 -3.27707 -0.27594 -0.085 -0.047 -0.056 0.090
O -3.41759 -5.93079 8.79927 0.138 0.025 -0.013 0.118
H -2.58312 -6.15232 9.25757 0.022 0.007 0.005 0.121
H -1.99509 -6.20574 -0.37457 -0.025 -0.027 -0.035 0.098
H -3.90891 -7.31029 -0.68549 0.252 0.162 -0.025 0.108
H -0.86171 -4.30457 0.25802 0.110 -0.052 -0.030 0.090
C 2.32296 5.84402 -0.82453 -0.015 -0.001 0.145 0.073
C 1.59758 -5.01106 0.76583 0.127 0.627 0.249 -0.202
C 8.34467 -4.77240 -0.88846 0.013 0.186 -0.132 -0.236
O -0.86131 -5.46247 8.43570 -0.129 -0.087 0.098 0.109
H 3.56491 9.64576 -3.25732 -0.116 -0.028 -0.104 0.091
H 4.55345 6.61952 -4.04344 0.017 0.003 -0.021 0.119
H 9.39648 -5.94850 -1.85861 -0.007 -0.022 0.008 0.121
C -3.07368 -5.21888 7.73512 -0.229 -0.030 0.011 -0.235
C -7.11071 -2.40747 2.91880 -0.037 -0.310 -0.358 -0.098
H -6.45993 -0.85279 -2.28141 0.165 -0.058 -0.209 0.128
H -6.14831 -2.49619 3.42275 -0.051 0.129 0.165 0.047
C -6.14033 0.58647 -0.74893 -0.506 -0.153 -0.649 -0.132
H 5.74799 -3.38796 2.44762 -0.014 0.015 -0.020 0.117
H 7.87220 -2.74674 -1.33264 0.009 -0.017 -0.019 0.136
H -6.39634 -3.78067 -1.81728 -0.082 0.075 -0.030 0.116
H -3.50786 -6.97814 1.98411 -0.040 0.133 0.174 0.103
H -0.61561 -5.81363 2.83563 0.169 -0.150 -0.115 0.110
H -3.73897 -4.70644 -1.62782 0.058 0.026 -0.008 0.120
C -1.58984 -4.99501 7.58055 0.229 0.139 -0.222 -0.313
C 2.89131 -2.85702 0.22140 -0.777 0.179 -0.341 -0.206
O 2.23734 7.87792 -3.73437 -0.101 0.117 0.136 0.093
H 3.89803 1.64947 0.71515 0.134 -0.019 -0.115 0.095
H 1.20067 -3.47304 2.27163 0.030 0.076 -0.211 0.103
H -5.71505 -6.04534 -1.48057 -0.429 -0.061 0.157 0.113
H 7.76433 12.93608 -6.44145 -0.008 0.018 0.013 0.121
H -0.05338 -4.10103 6.32187 -0.006 0.023 -0.017 0.138
C -4.43867 -6.75308 0.08734 -0.772 0.048 0.705 -0.206
H 2.57894 -5.44881 0.96325 0.042 -0.096 -0.206 0.103
H 7.27224 -6.59105 1.92304 -0.021 0.012 0.010 0.136
O 6.04390 -4.31541 2.53911 0.008 0.107 -0.093 0.114
H -7.11569 0.40442 -0.28955 0.114 0.001 0.335 0.109
H 1.76860 2.58343 0.05150 0.026 0.031 0.019 0.043
H -4.28924 3.79830 -3.32703 0.001 -0.053 0.053 0.124
C -1.37537 -4.75433 1.10255 -0.233 -0.488 0.546 -0.184
H -3.99438 -4.01046 -0.05104 0.043 0.037 -0.022 0.068
C 1.90922 6.73811 -1.72815 0.016 -0.059 0.158 -0.222
H -2.49771 -2.82818 4.02342 -0.017 0.047 -0.009 0.102
C -3.49074 -6.23390 1.18499 0.488 -1.034 -0.153 -0.197
C 4.39091 5.48691 -2.25668 0.099 0.064 -0.199 -0.220
C 1.77525 -3.83647 -0.20500 0.256 -0.461 0.078 -0.210
O -4.21901 -3.47013 4.87746 0.085 0.013 -0.074 0.094
H 1.75519 5.60795 0.06395 -0.015 -0.028 -0.015 0.138
C -5.42421 -3.33860 -1.57320 0.763 0.125 0.260 -0.104
H -1.45059 -6.94367 1.11145 0.162 0.040 -0.021 0.104
O -2.91914 7.73252 -1.45948 -0.091 -0.043 -0.040 0.114
C 3.97707 6.38226 -3.16578 -0.176 -0.159 -0.004 0.066
H 1.42706 1.53364 1.42744 0.050 -0.038 0.056 0.078
H 3.42080 0.86409 -0.79929 0.179 0.011 -0.004 0.108
O 6.22874 13.80314 -5.43777 0.138 -0.043 -0.105 0.106
O 0.76901 7.41552 -1.61119 0.786 0.540 -0.359 0.071
O 5.53616 4.82503 -2.35979 -0.093 -0.043 0.121 0.122
C -5.70803 -0.67876 -1.50258 -0.425 0.230 0.754 -0.108
H 1.58405 -5.04402 2.90665 -0.018 0.126 0.126 0.104
C 3.31877 -0.41631 0.93088 -0.610 -0.070 -0.327 -0.212
C 4.79012 12.30575 -4.31744 0.056 0.132 -0.028 0.074
H -0.83631 -4.10361 3.06856 0.360 -0.510 -0.280 0.068
C -3.49202 -3.96351 5.72125 -0.181 -0.126 0.132 -0.303
H 0.98434 -5.78861 0.30803 -0.096 -0.045 0.112 0.105
H 5.58426 4.24443 -1.57518 -0.005 -0.019 0.005 0.121
C -6.34685 1.72816 -1.72666 0.179 0.050 -0.228 -0.513
C 6.60153 10.27081 -5.33652 -0.037 -0.121 0.026 0.076
Br -4.07039 -1.17015 1.54931 0.078 -0.138 -0.001 0.774
C -1.47506 5.88197 -1.40239 -0.487 -0.560 0.089 0.069
H 0.70972 7.98877 -2.40280 0.005 -0.011 0.021 0.134
C -5.63088 -2.17411 0.87366 -0.622 -0.081 -0.046 -0.577
H 4.14583 13.10324 -3.97577 -0.018 -0.021 0.017 0.136
C 1.79011 1.55070 0.39827 -0.039 -0.012 -0.270 -0.109
C 6.82657 11.55692 -5.63690 0.134 -0.186 -0.071 -0.236
H -7.81364 -1.87459 3.55560 -0.004 0.005 0.053 0.075
C 7.76014 -3.58784 -0.66328 -0.074 0.128 0.032 0.076
C -2.63577 6.46281 -1.73165 0.126 0.000 0.052 -0.224
H -6.79006 -0.64209 1.79546 -0.129 0.093 -0.186 0.084
C -1.25426 4.48810 -1.74170 -0.061 0.321 0.075 -0.292
C -2.00732 -3.75764 5.55444 0.184 0.047 0.036 -0.229
C 2.34015 -1.43103 0.30628 0.696 0.232 -0.204 -0.222
H -6.13008 -5.35962 0.12109 -0.098 -0.211 0.047 0.113
O 9.10870 -5.01843 -1.94413 -0.015 -0.112 0.082 0.117
O 6.36048 -2.37856 0.80217 -0.026 -0.009 0.146 0.095
O -7.22394 2.69514 -1.35634 -0.078 -0.174 0.023 0.110
O 3.52353 10.62170 -3.29639 0.174 -0.133 -0.002 0.120
C 4.55888 11.01827 -4.02107 -0.177 0.176 0.040 -0.226
H -7.79171 -1.77349 0.92744 0.017 -0.256 -0.062 0.117
H -5.43738 -3.19246 1.20447 0.139 -0.040 -0.090 0.060
B -5.60403 -2.03423 -0.70560 0.325 -0.065 -0.287 -0.368